Molecular formula: C5H14NO2PS
Method: DFT, the ωB97M-V functional and the def2-TZVPD basis

Bonds (Å) are listed after each position.
Cartesian coordinates (Å):
1 C 2.711 1.043 0.778  C5 1.472, H11 1.069, H12 1.066, H13 1.103
2 C 1.721 0.810 -1.624  C5 1.482, H14 1.062, H15 1.075, H16 1.083
3 C -0.055 -0.758 0.250  P9 1.719, H17 1.029, H18 1.098
4 C -3.119 -0.761 0.210  N6 1.431, P9 1.866, H19 1.084, H20 1.067
5 C 1.713 1.372 -0.253  C1 1.472, C2 1.482, S10 1.720
6 N -2.812 -2.024 0.809  C4 1.431, H21 1.076, H22 1.010
7 O -1.319 1.095 -0.940  P9 1.446
8 O -1.704 0.932 1.522  P9 1.581, H23 1.032
9 P -1.501 0.167 0.154  C3 1.719, C4 1.866, O7 1.446, O8 1.581
10 S 0.705 2.696 0.183  C5 1.720, H24 1.394
11 H 3.702 1.103 0.381  C1 1.069
12 H 2.661 1.765 1.561  C1 1.066
13 H 2.528 0.095 1.310  C1 1.103
14 H 2.555 0.154 -1.659  C2 1.062
15 H 1.965 1.611 -2.299  C2 1.075
16 H 0.697 0.727 -1.968  C2 1.083
17 H -0.007 -1.403 1.050  C3 1.029
18 H 0.592 -1.001 -0.603  C3 1.098
19 H -3.712 -0.206 0.928  C4 1.084
20 H -3.424 -0.835 -0.810  C4 1.067
21 H -1.862 -2.334 0.411  N6 1.076
22 H -3.457 -2.738 0.502  N6 1.010
23 H -0.888 1.552 1.397  O8 1.032
24 H -0.196 2.505 -0.863  S10 1.394

ΔE to the lowest compared entry with this formula, charge and spin: 375.52 kJ/mol
total energy: -1143.5843 hartree
largest force on an atom: 0.07590 hartree/bohr
LUMO (spin up / spin down): -1.2 / -0.3 eV
HOMO energy (spin up / spin down): -6.962 / -8.285 eV

Results of the natural (NBO) charge analysis, in e, for atoms 1 through 4: C -0.708; C -0.749; C -0.997; C -0.575